Arrangement one

Below is a single C3H7Cl2N molecule, with properties calculated with wB97M-V/def2-TZVPD.

Properties
LUMO	0.835	eV
SMILES	NC(CCl)CCl
total charge	0

Positions of all 13 atoms, in Å:
1 N 0.5662 -0.6035 1.3139
2 C 0.3914 -0.2459 -0.1138
3 C 0.2180 1.2734 -0.2841
4 Cl 1.5517 2.2299 0.3359
5 C -0.8419 -0.9161 -0.6726
6 Cl -0.9255 -2.7135 -0.4144
7 H 1.4041 -0.0585 1.6965
8 H -0.2444 -0.1485 1.6324
9 H 1.2404 -0.6118 -0.7628
10 H -0.7189 1.5443 0.3216
11 H 0.1450 1.5939 -1.3281
12 H -1.0138 -0.7770 -1.7009
13 H -1.7723 -0.5666 -0.0236

Computed Mulliken charges, given in elementary charges:
1 N -0.6095
2 C -0.1237
3 C -0.4607
4 Cl -0.1910
5 C -0.6862
6 Cl -0.1874
7 H 0.3110
8 H 0.3113
9 H 0.3062
10 H 0.2854
11 H 0.3540
12 H 0.4198
13 H 0.2707



Arrangement two

Below is a single C3H7Cl2N molecule, with properties calculated with wB97M-V/def2-TZVPD.

Properties
LUMO	0.790	eV
SMILES	NC[C@@H](Cl)CCl
total charge	0

Positions of all 13 atoms, in Å:
1 N 1.3107 -1.0371 -0.6476
2 C 0.8732 -0.2798 0.5183
3 C -0.6777 -0.1992 0.5124
4 Cl -1.2690 0.1054 2.2367
5 C -1.0847 0.9256 -0.4500
6 Cl -2.7978 0.7865 -0.9894
7 H 2.2390 -1.4040 -0.4760
8 H 1.4217 -0.3825 -1.4346
9 H 1.2264 -0.7944 1.4263
10 H 1.2571 0.7243 0.5424
11 H -1.0741 -1.1647 0.1870
12 H -0.9123 1.9964 -0.0981
13 H -0.5127 0.7235 -1.3273

Computed Mulliken charges, given in elementary charges:
1 N -0.6082
2 C -0.6570
3 C -0.0151
4 Cl -0.2101
5 C -0.4645
6 Cl -0.1996
7 H 0.2410
8 H 0.2349
9 H 0.4376
10 H 0.2816
11 H 0.3725
12 H 0.3574
13 H 0.2298



What should be chosen as the least stable of them? Choose arrangement one.